DFT (ωB97M-V with the def2-TZVPD basis set) results for a cluster of 2 separate species, C9H13N4 in total in a non-equilibrium geometry.

Last column: Mulliken charge in e.
CARTESIAN COORDINATES (ANGSTROEM)
C1 -1.947 0.756 2.884  -0.353
C2 -2.376 1.289 1.686  -0.692
C3 -0.730 0.159 3.042  -0.673
C4 -1.716 0.949 0.535  -0.154
C5 0.040 -0.019 1.964  -0.020
C6 -0.516 0.320 0.727  -0.211
C7 2.253 0.589 -1.762  -0.821
C8 1.496 0.842 -0.585  0.947
C9 2.130 -0.356 -2.663  0.245
N1 0.342 0.186 -0.425  0.137
N2 1.840 1.847 0.190  -0.363
N3 1.711 -0.946 -3.615  -0.285
N4 0.089 -2.443 -1.018  -0.839
H1 -2.490 0.950 3.737  0.444
H2 -3.333 1.898 1.723  0.309
H3 -0.673 -0.179 4.050  0.384
H4 -2.100 1.044 -0.495  0.392
H5 0.957 -0.579 1.966  0.440
H6 3.227 0.998 -1.824  0.284
H7 -0.040 -2.975 -0.168  0.253
H8 2.775 2.212 0.141  0.246
H9 1.252 1.994 1.055  0.278
H10 0.967 -2.772 -1.522  0.233
H11 1.566 -1.878 -3.849  0.305
H12 0.233 -0.692 -0.982  0.263
H13 -0.661 -2.723 -1.634  0.250

Calculated values
charge: +1
ΔE to the lowest compared entry with this formula, charge and spin: 135.19 kJ/mol
HOMO-LUMO gap: 9.5 eV
LUMO energy: -3.1 eV
molecular weight: 177.23 g/mol
HOMO level: -12.63 eV